Entry from the Open Molecules 2025 dataset: a molecular structure, C32H25Cl5FHgN4O5SSe (ωB97M-V with the def2-TZVPD basis set).

Results
Highest occupied orbital energy (spin up / spin down)   0.409 / -2.587 eV
HOMO-LUMO gap (spin up / spin down)   3.38 / 6.38 eV
Total charge   -2
F_max   1.78 eV Å⁻¹
LUMO level (spin up / spin down)   3.789 / 3.789 eV
Molecular weight   1053.45 g/mol
Multiplicity   2

Element x y z (Å)
Hg (0.9986, 1.4899, -1.2396)
C (2.9057, -1.5179, 5.2861)
C (3.2023, -2.5150, 4.1664)
C (4.6692, -2.9299, 4.2288)
C (4.9693, -3.9535, 3.1454)
C (4.6203, -3.3570, 1.8085)
C (5.3188, -3.7631, 0.6536)
C (5.0002, -3.1853, -0.5570)
F (5.6790, -3.6043, -1.6652)
C (4.0406, -2.2093, -0.6787)
C (3.3402, -1.7750, 0.4733)
C (2.3756, -0.7141, 0.3444)
O (2.2739, -0.1207, -0.7951)
C (1.5860, -0.4270, 1.5265)
C (1.8846, -1.0658, 2.6871)
N (2.9100, -1.9647, 2.8450)
C (3.6334, -2.3790, 1.7230)
C (0.4108, 0.5613, 1.6374)
O (-0.1795, 0.6081, 2.7180)
O (0.0828, 1.2743, 0.6216)
H (3.3523, -1.8772, 6.2146)
H (1.8384, -1.3896, 5.4550)
H (3.3328, -0.5443, 5.0437)
H (2.5817, -3.4123, 4.3227)
H (4.8880, -3.3316, 5.2212)
H (5.2881, -2.0423, 4.0681)
H (4.3845, -4.8649, 3.3251)
H (6.0259, -4.2347, 3.1601)
H (6.0959, -4.5145, 0.7199)
H (3.8004, -1.7565, -1.6293)
H (1.2758, -0.8496, 3.5488)
Cl (-1.3160, 4.8530, -7.7068)
C (-0.6192, 3.9502, -6.4074)
C (-1.2233, 3.9266, -5.1541)
Cl (-2.6871, 4.8078, -4.9072)
C (-0.6759, 3.1994, -4.1112)
Cl (-1.4470, 3.2418, -2.5626)
C (0.5214, 2.4177, -4.2674)
O (1.0670, 1.6758, -3.3860)
C (1.1188, 2.5096, -5.5610)
Cl (2.5995, 1.6605, -5.7787)
C (0.5646, 3.2395, -6.5943)
Cl (1.3337, 3.2639, -8.1381)
C (-4.2497, -3.5563, -0.7934)
C (-4.2807, -2.4970, 0.3044)
C (-2.9087, -2.2599, 0.9407)
N (-1.9200, -1.7836, -0.0139)
C (-1.8848, -0.6613, -0.7467)
S (-0.8900, -0.6248, -2.1021)
N (-2.6740, 0.4482, -0.5565)
C (-3.3660, 0.9988, 0.5174)
O (-3.4460, 0.5183, 1.6226)
C (-4.0571, 2.2610, 0.1563)
C (-4.2421, 3.2136, 1.1581)
C (-4.9064, 4.3942, 0.8886)
C (-5.4292, 4.6285, -0.3778)
C (-5.2764, 3.6718, -1.3706)
C (-4.5919, 2.4974, -1.1106)
H (-5.2365, -3.6753, -1.2434)
H (-3.9386, -4.5225, -0.3902)
H (-3.5516, -3.2700, -1.5813)
H (-4.9649, -2.8030, 1.1005)
H (-4.6534, -1.5534, -0.1009)
H (-2.5280, -3.1968, 1.3502)
H (-3.0113, -1.5298, 1.7356)
H (-1.2444, -2.4502, -0.3486)
H (-2.4896, 1.1236, -1.2888)
H (-3.8317, 3.0082, 2.1379)
H (-5.0239, 5.1380, 1.6663)
H (-5.9552, 5.5508, -0.5878)
H (-5.7035, 3.8415, -2.3506)
H (-4.5011, 1.7521, -1.8911)
Se (2.5135, 3.5287, -1.4803)
C (3.0266, 4.4098, 0.0183)
N (3.3947, 5.0189, 0.9337)